Density functional theory data (ωB97M-V/def2-TZVPD) for a structure of composition C56H72Cl2CrNP3Si in a non-equilibrium geometry.

The geometry in XYZ format:
```
136
Properties=species:S:1:pos:R:3:lowdin_charge:R:1
Cr -0.9320 -0.1773 -0.3844 0.019
C -2.5550 0.2783 -3.9984 -0.196
Si -1.9298 0.9646 -2.3544 0.615
C -3.3798 2.1092 -1.8382 -0.277
C -4.2774 2.7281 -2.7253 -0.097
C -5.2973 3.5521 -2.2663 -0.080
C -5.4449 3.7788 -0.9015 -0.076
C -4.5667 3.1869 -0.0048 -0.092
C -3.5450 2.3572 -0.4663 -0.343
P -2.2268 1.6768 0.6085 1.036
C -3.0305 1.5712 2.2688 -0.424
C -4.3243 0.7203 2.2544 -0.193
C -4.7953 0.3850 3.6955 -0.180
C -4.2162 1.3518 4.7285 -0.202
C -2.6820 1.2616 4.7585 -0.174
C -2.0817 1.0314 3.3501 -0.202
C -1.1195 3.1701 0.6742 -0.383
C 0.3114 2.7686 1.0645 -0.234
C 1.1845 4.0105 1.1841 -0.170
C 0.7036 4.8969 2.3617 -0.177
C -0.7638 4.6180 2.7352 -0.192
C -1.6212 4.3889 1.4895 -0.172
C -0.5624 2.1986 -2.8769 -0.295
C -0.8524 3.4455 -3.4479 -0.084
C 0.1618 4.3270 -3.8045 -0.082
C 1.4886 3.9631 -3.6003 -0.079
C 1.7938 2.7249 -3.0474 -0.083
C 0.7814 1.8294 -2.6855 -0.343
P 0.9565 0.2016 -1.7982 0.994
C 2.7190 0.2366 -1.2249 -0.384
C 3.7768 0.2000 -2.3606 -0.193
C 5.0729 0.9153 -1.9493 -0.192
C 5.4334 0.5675 -0.5049 -0.182
C 4.3756 1.1311 0.4703 -0.168
C 3.0200 1.3617 -0.2183 -0.211
C 1.0528 -1.1372 -3.1573 -0.349
C -0.0996 -2.1567 -3.1776 -0.222
C 0.2983 -3.4026 -3.9877 -0.177
C 1.1269 -3.0530 -5.2402 -0.197
C 0.8278 -1.6251 -5.6811 -0.198
C 1.2899 -0.6192 -4.6087 -0.176
H -2.9669 1.1109 -4.5810 0.021
H -3.3484 -0.4707 -3.8552 0.044
H -1.7585 -0.1680 -4.6063 0.006
H -4.1890 2.5683 -3.7977 0.091
H -5.9793 4.0175 -2.9729 0.103
H -6.2459 4.4116 -0.5356 0.103
H -4.6994 3.3766 1.0555 0.098
H -3.2809 2.5969 2.5350 0.087
H -4.1275 -0.2019 1.7182 0.041
H -5.1120 1.2388 1.7118 0.094
H -4.4856 -0.6309 3.9547 0.055
H -5.8857 0.4036 3.7409 0.107
H -4.6229 1.1389 5.7208 0.107
H -4.5265 2.3731 4.4831 0.108
H -2.3769 0.4399 5.4119 0.101
H -2.2764 2.1794 5.1935 0.103
H -1.9224 -0.0335 3.1705 0.079
H -1.1040 1.5097 3.2845 0.068
H -1.0804 3.4496 -0.3777 0.102
H 0.6948 2.1020 0.3016 0.045
H 0.3211 2.2183 2.0159 0.095
H 1.1231 4.5627 0.2392 0.119
H 2.2329 3.7314 1.3147 0.101
H 0.8110 5.9517 2.0940 0.106
H 1.3360 4.7319 3.2393 0.105
H -1.1660 5.4543 3.3102 0.111
H -0.8272 3.7362 3.3849 0.097
H -1.5776 5.2824 0.8571 0.123
H -2.6690 4.2816 1.7761 0.081
H -1.8898 3.7456 -3.5866 0.095
H -0.0802 5.2961 -4.2255 0.100
H 2.2897 4.6442 -3.8709 0.102
H 2.8414 2.4813 -2.8996 0.081
H 2.7922 -0.6918 -0.6813 0.071
H 3.4058 0.6296 -3.2860 0.076
H 4.0149 -0.8451 -2.5776 0.112
H 4.9570 2.0023 -2.0446 0.109
H 5.8735 0.6250 -2.6312 0.110
H 6.4263 0.9449 -0.2484 0.106
H 5.4764 -0.5231 -0.4138 0.099
H 4.7221 2.0737 0.9033 0.107
H 4.2401 0.4328 1.2997 0.096
H 3.0122 2.3324 -0.7199 0.102
H 2.2437 1.4056 0.5431 0.058
H 1.9283 -1.6913 -2.8198 0.091
H -0.9935 -1.7070 -3.6066 0.077
H -0.3451 -2.4514 -2.1699 0.041
H -0.6095 -3.9348 -4.2813 0.109
H 0.8674 -4.0836 -3.3454 0.101
H 0.9163 -3.7577 -6.0475 0.104
H 2.1985 -3.1359 -5.0224 0.110
H -0.2476 -1.5223 -5.8702 0.105
H 1.3308 -1.4003 -6.6244 0.109
H 0.7852 0.3319 -4.7667 0.097
H 2.3552 -0.4379 -4.7597 0.099
Cl -2.1762 -1.6327 0.8702 0.166
C -3.5078 -4.2979 2.6535 -0.502
Cl -3.5886 -3.2222 3.9699 0.553
H -2.5932 -4.8687 2.5284 -0.012
H -4.2083 -4.1433 1.8424 0.000
N 0.5702 -1.5081 -0.3319 -0.439
P 0.8871 -2.4711 0.8556 0.761
C 0.6285 -1.8664 2.5632 -0.312
C 0.0927 -2.6052 3.6117 -0.087
C 0.0106 -2.0537 4.8880 -0.076
C 0.4800 -0.7690 5.1337 -0.087
C 1.0140 -0.0189 4.0921 -0.091
C 1.0727 -0.5609 2.8136 -0.108
C 2.6806 -2.8773 0.8456 -0.277
C 3.5847 -2.5795 1.8635 -0.074
C 4.9414 -2.8740 1.7121 -0.084
C 5.4045 -3.4651 0.5473 -0.095
C 4.5109 -3.7714 -0.4761 -0.078
C 3.1628 -3.4796 -0.3270 -0.085
C 0.2273 -4.1722 0.7411 -0.294
C -0.7013 -4.5008 -0.2450 -0.098
C -1.1367 -5.8166 -0.3944 -0.074
C -0.6577 -6.8086 0.4517 -0.090
C 0.2744 -6.4922 1.4349 -0.081
C 0.7301 -5.1838 1.5663 -0.094
H -0.2910 -3.6030 3.4356 0.091
H -0.4295 -2.6329 5.6950 0.106
H 0.4162 -0.3478 6.1336 0.107
H 1.3798 0.9884 4.2758 0.110
H 1.4743 0.0180 1.9912 0.086
H 3.2392 -2.1248 2.7847 0.099
H 5.6335 -2.6390 2.5132 0.104
H 6.4605 -3.6875 0.4329 0.103
H 4.8662 -4.2423 -1.3862 0.104
H 2.4644 -3.7170 -1.1268 0.104
H -1.0828 -3.7206 -0.8890 0.067
H -1.8559 -6.0626 -1.1692 0.105
H -0.9977 -7.8333 0.3374 0.103
H 0.6580 -7.2679 2.0892 0.103
H 1.4894 -4.9507 2.3059 0.110
```

2S+1: 5
M, g mol⁻¹: 1003.11
Frontier orbital gap (spin up / spin down), eV: 7.81 / 7.73
Relative energy (zero: lowest compared OMol25 entry of this formula, charge and spin), kcal/mol: 11.3
Strongest force on any atom, eV/Å: 1.3